Entry 1:
Here is 10 unconnected molecules or ions with the total composition C36H54NO30 in a non-equilibrium geometry from the OMol25 dataset. Energies are from ωB97M-V with the def2-TZVPD basis set.

Each line ends with the Löwdin charge.
Atoms and positions in Å:
O -0.1729 -59.1962 34.3006  -0.100
O -3.0947 -58.2969 30.4533  0.115
O -4.3629 -62.8945 38.3650  0.185
O 0.0566 -64.0600 27.4814  0.127
O 0.2560 -63.8867 36.7628  0.033
O 3.6977 -54.8466 37.9596  0.075
O -1.7863 -54.9075 35.1097  0.087
O 4.0994 -62.6914 28.9351  0.041
O 1.1902 -62.0545 37.5917  0.101
O -3.4563 -60.9426 38.1212  0.086
O -0.8512 -54.7155 33.1178  0.137
O 0.3941 -61.0330 33.2850  -0.078
O -1.7155 -66.2636 34.3695  0.162
O -4.7196 -57.2610 31.2881  0.068
O -0.1186 -62.4461 29.1240  0.059
O 4.4743 -57.9086 31.7828  0.123
O 0.4333 -61.8995 27.1338  0.122
O 3.0935 -62.8171 30.9189  0.114
O 0.1327 -59.2030 32.1760  0.015
O 4.4677 -59.4446 33.3201  0.115
O 3.6984 -56.8692 38.4933  0.122
O -0.2107 -63.1573 38.8787  0.121
O -1.1904 -52.8628 34.2583  0.067
O -0.4418 -65.2821 32.9384  0.071
O 5.6178 -57.6291 33.6553  0.128
O 4.2834 -55.5042 40.0765  0.162
O -3.0569 -62.5639 36.6440  0.056
O 0.1349 -67.3425 33.9786  0.005
O -3.0390 -56.0774 30.4436  0.190
O 2.9288 -64.4864 29.6690  0.097
N -0.0168 -59.8388 33.1582  -0.586
C 0.3516 -61.1131 29.3291  -0.095
C -2.6946 -60.1463 37.2179  -0.217
C -3.0825 -60.2268 31.9919  0.024
C 0.4813 -63.0819 37.8668  -0.552
C -3.6398 -62.1861 37.7960  -0.660
C -2.4148 -65.0081 34.0170  -0.012
C 3.0909 -55.2877 36.8525  -0.079
C 2.7374 -66.0727 31.4442  0.015
C 3.6685 -58.8576 31.2167  -0.334
C -1.0491 -56.1637 33.3156  -0.002
C -0.6658 -66.2985 33.7842  -0.594
C 3.4217 -63.2637 29.8706  -0.664
C -1.0390 -59.8284 27.6365  0.001
C -2.7413 -57.1264 34.9473  -0.021
C 2.0868 -64.9116 30.7555  -0.234
C 1.0104 -63.3954 35.7220  -0.117
C 1.9825 -63.5109 31.5786  0.056
C -1.3178 -54.1060 34.1191  -0.592
C -1.5596 -64.4665 32.9518  -0.378
C -2.2140 -64.4416 31.5165  -0.014
C -1.5334 -56.2879 34.7781  -0.288
C -2.4448 -61.3642 36.1466  -0.052
C 2.1157 -57.7151 36.6715  0.011
C -1.3978 -59.5967 37.8616  0.009
C 1.6256 -62.0911 36.3056  -0.322
C 4.8154 -58.2464 32.9925  -0.638
C 3.1676 -61.8725 36.1119  0.031
C -4.9938 -58.6077 31.6846  -0.103
C 3.9650 -55.6887 38.9459  -0.618
C -3.5131 -57.1107 30.7094  -0.669
C -3.9396 -59.3580 31.0933  -0.266
C 3.3856 -56.8299 37.0907  -0.189
C 3.7809 -59.9975 32.2045  -0.080
C 4.3585 -59.2437 29.8316  0.002
C 0.2954 -60.7091 27.8587  -0.268
C 0.1269 -62.9088 27.9099  -0.571
H 2.1548 -66.4805 32.1600  0.033
H 3.0005 -66.7620 30.6630  0.092
H -0.9264 -58.8467 28.2355  0.109
H -0.7949 -60.2798 38.5351  0.117
H 1.3577 -61.0298 29.8681  0.146
H 2.4874 -58.8183 36.7328  0.097
H -3.7753 -60.7970 32.7387  0.132
H -2.8754 -61.0940 35.2316  0.084
H 3.7224 -60.0505 29.4125  0.063
H -3.4950 -59.4885 36.8192  0.148
H -1.8493 -58.8109 38.3385  0.043
H -2.4494 -58.1684 34.6938  0.069
H -3.1094 -57.1591 36.0036  0.098
H 3.7206 -61.1408 36.5008  0.038
H -1.3546 -61.6108 36.0042  0.127
H 1.1993 -57.3770 37.1334  0.065
H -4.8617 -58.6922 32.7317  0.117
H -1.1043 -63.4438 32.9756  0.142
H 0.2625 -63.2802 34.7768  0.157
H 3.3123 -62.2295 35.2763  -0.034
H -0.0325 -60.7201 30.0534  0.011
H -5.9959 -58.7767 31.2971  0.151
H -3.4433 -63.9359 31.6503  0.165
H 1.1952 -60.9768 35.9304  0.186
H 3.7572 -65.7698 31.8384  0.122
H 4.3975 -60.7382 31.7931  0.101
H 1.8812 -57.7963 35.5790  0.075
H 3.6910 -62.8427 36.5771  0.142
H -2.3382 -64.4718 34.9709  0.131
H -0.6356 -59.2166 37.1757  0.066
H 2.6454 -58.5585 30.8600  0.153
H -1.6580 -56.6237 32.5515  0.112
H -1.6553 -63.9932 30.7626  -0.004
H 3.8343 -54.9258 36.1733  0.144
H 1.3549 -60.0533 27.9283  0.205
H -4.2832 -59.8534 30.3012  0.114
H 4.2779 -58.5289 29.0034  0.084
H 2.1758 -55.0078 36.7104  0.079
H 5.3276 -59.5987 30.0036  0.068
H -2.5772 -60.8720 31.4860  -0.001
H -0.1881 -56.7212 33.1809  0.087
H -0.8462 -56.5024 35.4317  0.086
H 1.9939 -64.0992 35.7082  0.178
H 2.5138 -60.2828 32.1992  0.193
H -3.5931 -56.9225 34.2940  0.087
H 4.1839 -57.0112 36.6446  0.063
H 2.0584 -63.6711 32.6098  0.104
H -2.3456 -65.6008 30.9759  0.158
H -2.3422 -59.5839 32.5756  0.100
H 1.0013 -63.0077 31.2459  0.134
H 1.3897 -65.2684 30.3477  0.035
H -1.0932 -59.3969 26.5751  0.095
H -1.9084 -60.3349 27.9160  0.044
H -3.4942 -65.1966 33.8930  0.151

Summary:
Electronic energy in eV: -101107.8886
Max |F| in eV Å⁻¹: 13.49
Orbital gap in hartree: 0.340
Net charge: -1
HOMO level in eV: -7.869
Energy relative to the best compared isomer or geometry (same formula, charge and spin) in eV: 4.096
M in g/mol: 980.8

Entry 2:
Here is 8 unconnected molecules or ions with the total composition C34H44Cl21F5I2N4O4S3 in a non-equilibrium geometry from the OMol25 dataset. Energies are from ωB97M-V with the def2-TZVPD basis set.

Each line ends with the Löwdin charge.
Atoms and positions in Å:
I -6.1201 -0.4502 -0.0968  0.838
I -2.3668 -0.7792 -3.7642  0.898
Cl -0.7528 -7.6267 1.2791  0.541
Cl 3.3761 -0.0622 6.7589  0.504
Cl -5.2633 7.1446 -9.3438  0.513
Cl 5.2451 2.1082 7.2880  0.517
Cl 6.6698 -3.0631 -8.1491  0.509
Cl -1.2515 4.5145 3.1958  0.551
Cl 4.4150 -5.9960 10.2616  0.515
Cl 7.6367 -0.3171 -8.0590  0.516
Cl 4.8909 -3.6170 11.8733  0.520
Cl 4.6793 -3.3954 8.9768  0.505
Cl -1.7120 -5.0708 2.2946  0.600
Cl -2.2014 -7.5136 3.8034  0.525
Cl -3.4345 4.9388 -8.8211  0.501
Cl -6.2302 4.3987 -9.4340  0.504
Cl 0.7259 4.7249 1.0676  0.567
Cl -1.1029 -5.6567 6.4089  0.502
Cl -2.3594 -3.6799 8.1401  0.530
Cl 0.6585 2.3584 2.7642  0.644
Cl 0.2697 -4.7402 8.8088  0.519
Cl 9.4655 -2.5230 -7.5363  0.514
Cl 3.9564 0.7236 9.5029  0.508
S -3.2326 5.9983 -1.3077  0.771
S -6.1696 5.5379 -0.4988  0.605
S -2.8490 -4.6359 -0.8101  0.614
F 3.9904 0.3000 -5.8135  -0.026
F 3.5019 1.5510 -3.8388  -0.011
F 4.2185 -2.2119 -3.4702  0.039
F 4.9978 -0.1279 -2.3333  0.009
F 5.8550 -0.7905 -4.4670  0.009
O -1.4095 1.2948 -1.2061  -0.189
O 0.4718 -1.9352 4.7710  -0.038
O 5.3661 -0.1926 2.3603  -0.261
O 1.1900 -2.4346 2.4184  -0.151
N -6.4408 5.0216 -5.4364  -0.040
N -5.3620 5.1071 -3.1977  -0.173
N -2.2261 -1.3903 0.8474  -0.237
N -3.3140 -2.2169 1.0723  -0.014
C -3.6016 2.1304 -0.4773  -0.129
C 0.0561 -2.6036 1.4838  -0.173
C 3.4943 0.1472 -4.3947  -0.166
C 0.8230 -2.7846 3.7994  -0.143
C 2.9697 0.4699 1.6007  -0.184
C -5.4986 3.8361 -5.3672  -0.090
C -3.3704 -0.2240 -1.8435  -0.501
C 2.2358 0.1279 0.1371  -0.166
C -2.6970 0.7326 -0.6955  -0.376
C -4.9950 5.5225 -1.7699  -0.935
C 7.7999 -1.9419 -7.3711  -1.546
C 4.6033 -0.7908 -3.6324  -0.133
C 0.6966 0.6520 -2.3598  -0.165
C -2.6406 3.4190 -0.0263  -0.229
C 1.2832 -0.7476 -2.9941  -0.200
C 4.5923 0.5796 1.3760  -0.203
C -3.0499 -3.3483 0.3158  -0.545
C -0.2716 0.4049 -1.0127  -0.286
C -4.7560 3.8891 -3.8984  -0.014
C 4.1110 -4.2573 10.4169  -1.544
C -0.8242 -4.2825 7.4923  -1.529
C -4.7666 -0.8186 -1.7655  -0.697
C 1.9878 -0.5030 -4.4914  -0.080
C -6.3667 5.8157 -4.1288  -0.034
C -2.5883 0.0761 0.8033  -0.111
C 4.6135 0.5569 7.8658  -1.550
C -2.2443 4.3990 -1.2992  -0.469
C 5.0604 -1.6309 2.2893  -0.110
C -5.1001 5.5199 -8.6559  -1.554
C -1.2531 -1.7188 1.9715  -0.143
C 0.3999 4.1100 2.6971  -1.459
C -1.0738 -6.6649 2.7321  -1.486
C 0.7244 0.8349 0.2604  -0.182
C -5.3834 -1.8000 -2.9735  -0.239
H -1.8200 0.7741 1.3958  0.133
H 2.5636 1.5493 1.8939  0.031
H -5.2500 2.9939 -6.1457  0.105
H -4.2148 2.3667 -1.4698  0.108
H 1.5117 1.4845 -2.1780  0.118
H -4.3672 2.0072 0.4306  0.083
H 3.0327 -4.1029 10.5074  0.000
H -2.2886 3.7865 -2.2956  0.076
H 0.8992 -3.9313 4.1052  0.162
H 4.6922 -1.8661 1.2020  0.102
H -6.4734 -2.1850 -2.7079  0.070
H -0.3545 -3.4804 6.9173  -0.002
H -3.3392 4.0879 0.6740  0.097
H 2.1713 -1.1805 -2.3238  0.101
H 4.9158 0.2971 0.2808  0.113
H -0.5084 -0.7455 -1.0365  0.131
H 0.9054 1.9949 0.1923  0.081
H 2.1254 -1.0305 -0.0226  0.104
H 0.5025 -1.6155 -3.0805  0.072
H 7.5568 -1.8912 -6.3067  0.001
H 2.9155 0.6604 -0.6700  0.107
H -4.6961 -2.7280 -3.1913  0.052
H 4.1198 -1.8019 3.0034  0.088
H -1.8365 -2.4219 2.7400  0.112
H -0.2823 -3.7440 1.5805  0.020
H -5.3432 5.5706 -7.5915  -0.033
H -3.5873 0.1801 1.4505  0.108
H 1.0960 4.5878 3.3912  0.025
H 5.9129 -2.3334 2.6791  0.105
H -1.7319 3.1063 0.6410  0.065
H 2.6338 -0.2608 2.4508  0.104
H 2.1319 -1.5925 -4.9553  0.142
H -1.1089 4.7162 -1.1115  0.065
H 0.3240 0.4802 1.3001  0.031
H -0.8980 -0.7944 2.5942  0.123
H 4.8766 1.7273 1.5205  0.141
H -0.0189 1.1072 -3.2008  0.088
H 5.4377 -0.1604 7.8969  0.010
H -6.9742 6.7879 -3.8909  0.132
H 0.3257 -2.3846 0.3657  0.128
H -0.1311 -6.5235 3.2668  0.015
H 1.3005 0.0920 -5.2283  0.139
H -3.9510 3.1181 -3.5382  0.091
H -5.5276 -1.1035 -3.9287  0.078

Summary:
Electronic energy in eV: -375362.5687
Max |F| in eV Å⁻¹: 8.65
Orbital gap in hartree: 0.260
Structure (SMILES): COCCCC[C@H](CCCC(F)(F)C(F)(F)F)O[C@](CCCSC(=S)n1ccnc1)(CN(CCOC=O)N=C=S)/C(I)=C(/C)I.ClC(Cl)Cl.ClC(Cl)Cl.ClC(Cl)Cl.ClC(Cl)Cl.ClC(Cl)Cl.ClC(Cl)Cl.ClC(Cl)Cl
HOMO level in eV: -8.705
M in g/mol: 1762.3

Entry 3:
Here is 2 unconnected molecules or ions with the total composition C10H14NO in a non-equilibrium geometry from the OMol25 dataset. Energies are from ωB97M-V with the def2-TZVPD basis set.

Each line ends with the Löwdin charge.
Atoms and positions in Å:
O 0.9729 0.7733 -0.7937  0.047
N -0.9752 -0.7502 0.0978  -0.051
C 2.2726 2.7062 -0.1066  0.006
C 1.1679 -2.2490 0.1234  -0.060
C -2.4397 0.8477 1.2332  0.000
C 0.2024 -1.3570 0.0082  0.066
C -1.8970 -0.7230 -1.0397  -0.085
C 2.6469 -2.2830 -0.1409  -0.044
C 1.7123 1.2691 -0.0186  -0.285
C -1.3478 0.0086 1.1954  -0.048
C -2.9924 0.2819 -0.9873  -0.054
C -3.2726 1.0321 0.0594  -0.066
H 3.1470 -1.2897 -0.4985  0.131
H -3.6198 0.2862 -1.9015  0.139
H -2.7241 1.1924 2.1670  0.094
H -1.3473 -0.5030 -1.9513  0.142
H 0.8112 -3.0925 0.7697  0.163
H 2.6590 2.8478 0.7988  0.021
H 2.9727 -2.4099 0.8555  0.070
H 2.0379 0.6432 0.8359  0.123
H -2.3597 -1.7134 -1.0473  0.152
H 3.0364 2.8580 -0.9107  0.115
H 2.8239 -3.2530 -0.5346  0.080
H -0.7125 -0.0072 2.0705  0.132
H -4.1441 1.6364 0.1469  0.111
H 1.3691 3.2478 -0.4308  0.103

Summary:
Electronic energy in eV: -14123.7541
Max |F| in eV Å⁻¹: 5.28
Orbital gap (spin up / spin down) in hartree: 0.287 / 0.287
Net charge: +1
HOMO level (spin up / spin down) in eV: -12.075 / -12.076
Energy relative to the best compared isomer or geometry (same formula, charge and spin) in eV: 4.928
M in g/mol: 164.2